No. 1
Computed, not measured: one molecule with the formula C3H2N2 at a distorted geometry, with the ωB97M-V functional and the def2-TZVPD basis.

As for the HOMO-LUMO gap: 0.3907 Ha. The calculation puts the electronic energy at -224.777423 Ha. Its SMILES is C1[C@]23N4N2[C@@]143. For the energy above the lowest of the compared OMol25 structures with the same formula, charge and spin, the calculation gives 137.9 kcal per mole.

Each line ends with the Mulliken charge.
Cartesian coordinates (Å):
N: -1.39890 -0.75815 0.13297  -0.2952
H: 1.54362 0.87527 -0.11079  0.2197
N: -1.41082 0.73766 0.12546  -0.2851
C: 0.85270 -0.03384 0.04141  -0.3288
C: -0.69259 0.00504 -0.87527  -0.0378
H: 1.49147 -0.87849 -0.08504  0.2683
C: -0.38549 0.05252 0.77125  0.4590



No. 2
Computed, not measured: C4H8CsO2S as an isolated structure at a distorted geometry, with the ωB97M-V functional and the def2-TZVPD basis.

As for the HOMO-LUMO gap: 0.3081 Ha. The calculation puts the electronic energy at -725.784259 Ha. For the energy above the lowest of the compared OMol25 structures with the same formula, charge and spin, the calculation gives 28.2 kcal per mole. As for the net charge: +1.

Each line ends with the Mulliken charge.
Cartesian coordinates (Å):
C: -0.84153 -0.47907 0.89465  -0.5908
H: -0.14481 -1.91938 -1.51289  0.3207
O: 1.27955 1.09565 1.49228  -0.6732
O: 1.55628 -1.48399 1.20694  -0.6105
S: 0.97121 -0.20170 0.81404  1.0434
H: 0.84744 1.05276 -1.03736  0.3321
H: 1.97689 -0.27368 -1.39949  0.4430
H: -1.08992 -1.38403 1.44913  0.3301
C: 0.98895 -0.02767 -1.01019  -0.7387
C: -0.22077 -0.83207 -1.50423  -0.5362
Cs: 1.68794 5.85841 3.52207  0.9989
H: -0.35989 -0.56907 -2.55283  0.3428
H: -1.73564 0.54535 -0.60522  0.2790
C: -1.39235 -0.48668 -0.53334  -0.6166
H: -1.31559 0.28769 1.50739  0.3637
H: -2.20776 -1.18251 -0.73095  0.3124



No. 3
Computed, not measured: C31H36N2P2SV as an isolated structure at a distorted geometry, with the ωB97M-V functional and the def2-TZVPD basis.

The expectation value of S² is 2.26. As for the HOMO-LUMO gap (spin up / spin down): 0.1974 / 0.2247 Ha. The calculation puts the electronic energy at -3336.996987 Ha. For the energy above the lowest of the compared OMol25 structures with the same formula, charge and spin, the calculation gives 0.0 kcal per mole. As for the net charge: +1. The spin multiplicity is 3.

Each line ends with the Mulliken charge.
Cartesian coordinates (Å):
C: 1.15861 2.07173 5.13143  -0.7048
C: -1.25360 1.97300 -3.00094  0.9037
H: -4.09745 -0.24343 0.70421  0.3573
H: 0.65715 -0.02860 4.95057  0.3436
H: -3.35612 1.56345 -2.79558  0.5519
H: 1.56340 4.18359 4.99909  0.3932
H: 1.30843 -4.31638 -0.65188  0.4749
C: -2.61977 2.41489 -0.14333  -1.7451
H: 3.29048 2.67324 -3.29541  0.4777
C: 1.57175 -1.56429 -3.02108  0.6842
C: 2.72605 -2.11349 -3.56803  -0.7821
C: 0.52249 0.97529 4.54659  -0.4518
C: 0.84057 3.71176 -3.80246  -0.9673
H: -1.10922 2.59108 2.01847  0.0320
H: -2.45948 -3.35447 -1.71417  0.3441
N: 0.44770 0.43032 -2.13964  0.3752
H: -1.73588 2.98759 -0.44746  0.4027
H: 0.59029 -3.47319 -3.17741  0.4904
H: -3.51302 2.89650 -0.56458  0.5237
H: -0.48179 -2.08560 -3.52837  0.4177
H: 1.58784 -1.91811 3.02603  0.4343
C: 2.67354 0.63070 -3.03801  1.1084
C: 3.84494 0.02397 -3.54611  -1.0524
H: -2.35295 0.08501 -3.08459  0.3276
C: 0.09250 1.64008 -2.72926  0.0329
P: -2.43181 0.70256 -0.73959  1.4626
C: -0.47002 2.45882 2.89129  0.0301
C: 2.45915 2.01012 -3.08084  -2.0113
S: -0.91933 -0.20459 2.46008  0.2920
C: -1.40462 -2.98002 5.28598  -0.6770
C: -1.66266 -3.64785 -1.02017  -1.2419
H: -0.01529 -4.39016 6.14964  0.4020
H: 1.87461 -3.72001 4.65894  0.4123
C: 0.33683 -2.44571 -2.88706  -1.5525
P: -0.28434 -2.48225 -1.15524  1.3667
C: 1.01665 3.34420 4.57702  -0.5419
C: -0.24404 1.16973 3.39275  0.6599
C: 1.58075 -0.20092 -2.65797  0.4612
H: 1.77650 1.90541 6.01010  0.4103
C: 0.89971 -3.23272 4.57042  -0.7324
V: -0.39717 -0.28451 -0.57799  -0.2593
C: -0.47597 4.02536 -4.07133  -0.8650
H: 3.17291 2.38239 -0.35141  -0.1705
H: 1.11515 -0.69876 1.50596  0.1462
H: -4.04415 -1.10529 -0.82757  0.3450
C: 0.72547 -2.22246 3.61638  -0.0148
H: -2.06309 -3.56299 -0.00094  0.3426
C: 3.85936 -1.33130 -3.81143  -0.9177
C: -0.15724 -3.60612 5.40509  -0.4614
H: -2.68643 2.40797 0.94650  0.5649
H: 2.06970 -2.71116 -0.56250  0.3633
H: 4.67492 0.66941 -3.82956  0.4205
H: -2.55805 -1.51749 4.17519  0.4247
C: 1.15514 -3.27504 -0.33290  -1.2957
H: 1.66542 4.33507 -4.14009  0.4186
H: 2.70607 -3.17416 -3.79623  0.4006
H: 0.00919 4.53286 3.06888  0.4287
C: -4.01146 -0.10730 -0.37932  -1.3641
H: 4.74065 -1.79218 -4.24126  0.3825
H: 3.35037 3.04238 -0.66312  0.1565
H: -2.23629 -3.23778 5.94225  0.4174
H: -4.88500 0.45838 -0.72396  0.4302
C: -0.52232 -1.59697 3.50259  0.2233
H: -1.38088 -4.69274 -1.20686  0.4244
H: -0.71395 4.95350 -4.57899  0.3870
C: 1.15141 2.48532 -3.17764  1.4889
C: 0.16930 3.54118 3.48291  -0.6845
C: -2.40004 1.06562 -2.57355  -1.4757
C: -1.51027 3.15469 -3.69782  -0.9209
C: -1.59571 -2.00612 4.31168  -0.4271
N: 0.22112 -0.33119 1.18338  -0.2069
H: -2.54655 3.38176 -3.93089  0.4032
H: 0.98984 -3.22360 0.75108  0.1835



No. 4
Computed, not measured: C19H31BN2O4Ru as an isolated structure, with the ωB97M-V functional and the def2-TZVPD basis.

The expectation value of S² is 8.77. As for the HOMO-LUMO gap (spin up / spin down): 0.2573 / 0.2732 Ha. The calculation puts the electronic energy at -1272.552330 Ha. For the energy above the lowest of the compared OMol25 structures with the same formula, charge and spin, the calculation gives 0.0 kcal per mole. As for the net charge: +1. The spin multiplicity is 6.

Each line ends with the Mulliken charge.
Cartesian coordinates (Å):
C: 0.68192 -3.42085 -1.79297  1.3312
C: 0.67923 3.05655 0.31869  1.3557
H: -3.94076 1.40179 0.83949  0.2887
H: -1.10262 4.05609 1.05152  0.3562
C: 1.44261 4.26076 2.47997  -1.8186
H: 2.29562 2.29927 -0.90433  0.0481
H: 2.57822 1.26421 1.19558  -0.1701
C: 1.26486 -2.22189 -2.25301  -1.4342
H: 2.31319 4.05115 -0.66951  0.3596
O: -1.07955 0.31211 1.81613  -0.6216
H: 3.60340 -0.60514 -2.50519  0.4337
H: 0.56048 -2.45409 2.45902  0.2678
C: 2.66273 2.21795 1.72012  -1.4307
H: 2.17125 0.41234 -2.61392  0.3934
H: 2.96971 2.02037 2.74597  0.5217
H: -5.17874 -0.38125 -1.10954  0.3564
C: -0.38574 4.13956 0.23428  -2.0495
H: -0.69473 -3.90642 -3.36212  0.3003
C: -4.76467 -1.36461 -0.88207  -1.5326
H: -3.37754 0.61329 2.31239  0.3963
O: 0.39249 2.08334 2.44482  -0.6062
H: 0.24686 -4.58436 -0.04674  0.4251
H: 1.28823 -2.02057 -3.31864  0.6082
C: 1.95846 -1.35171 -1.38369  1.1232
H: 1.13800 3.32193 -1.76145  0.4614
H: -5.34511 -1.77808 -0.05573  0.3770
H: -3.18713 -3.55339 -1.56705  0.3437
C: 1.32579 -2.80473 0.49206  1.2439
C: 2.76025 -0.20769 -1.93842  -1.8464
O: -0.02319 1.77683 0.19579  -0.3882
C: -3.31546 -1.24613 -0.53295  0.6881
O: -2.72246 -2.89022 -2.09824  -0.5231
H: 1.94433 4.10245 3.43345  0.4545
C: 1.66848 3.18451 -0.81920  -1.4813
B: -0.26014 1.37309 1.48656  1.4485
C: 0.08836 -4.38339 -2.77391  -1.6623
N: -2.33820 -1.88178 -1.20173  0.1693
C: -2.86391 -0.41094 0.51252  0.2056
H: -4.75919 -0.04464 1.42641  0.4310
C: 1.32694 2.94581 1.73596  1.5376
H: -0.34375 -5.24490 -2.26943  0.3997
C: -3.78770 0.43242 1.32254  -1.4902
H: 0.86172 -4.73865 -3.45631  0.4207
C: 0.69722 -3.67182 -0.41801  -0.9298
N: -1.52405 -0.37188 0.67153  -0.1644
H: 3.15398 0.42260 -1.14379  0.3647
H: 3.43952 2.80812 1.23464  0.3555
H: 1.06886 -4.11952 2.17170  0.4202
C: 1.96034 -1.65919 -0.00543  -0.5011
H: 2.27488 -2.84719 2.41347  0.4038
H: 2.02994 4.97756 1.90405  0.3492
C: 1.30923 -3.07876 1.96573  -1.5399
H: -0.92281 4.03565 -0.70810  0.5012
H: 0.05755 5.13400 0.26764  0.3789
H: -4.90842 -1.99428 -1.75567  0.4173
H: 0.46376 4.69089 2.67700  0.3623
H: 2.50120 -1.01398 0.67634  0.3061
Ru: -0.35370 -1.14259 -0.85821  0.5846



No. 5
Computed, not measured: a 2-piece molecular cluster, C2H7NS overall at a distorted geometry, with the ωB97M-V functional and the def2-TZVPD basis.

As for the HOMO-LUMO gap: 0.3111 Ha. The calculation puts the electronic energy at -533.215191 Ha. Its SMILES is C=CN.S. For the energy above the lowest of the compared OMol25 structures with the same formula, charge and spin, the calculation gives 72.3 kcal per mole.

Each line ends with the Mulliken charge.
Cartesian coordinates (Å):
C: 0.25805 -2.03125 -0.78752  -0.0938
H: -0.65163 -2.81853 0.92463  0.2528
H: -1.19708 -3.75896 -0.39699  0.2448
H: 0.51579 0.03275 -0.36361  0.2378
C: -0.40462 -3.01507 -0.09511  -0.8002
H: -0.47705 5.28250 1.18029  0.1509
H: 1.13827 -2.27160 -1.42499  0.3065
H: -1.17264 -0.74933 -0.62462  0.3249
H: 1.25841 4.40480 1.44098  0.1424
N: -0.11052 -0.69027 -0.85143  -0.4726
S: 0.84303 5.61496 0.99836  -0.2936